ORCA calculation (ωB97M-V/def2-TZVPD) on an isolated molecule of C3H3NO2.

Cartesian coordinates (Å):
C -0.0247 -0.0582 0.1791
C 1.3617 1.0395 0.8243
C -1.0605 -0.8553 -0.5978
N 0.2749 0.2738 1.3791
O 2.2431 1.6698 1.2250
O 1.0173 0.7079 -0.5763
H -1.2805 -1.8791 -0.2176
H -0.4952 -0.7121 -1.5319
H -2.0360 -0.1864 -0.6839

Calculated values
ΔE to the lowest compared entry with this formula, charge and spin: 49.67 kcal per mole
orbital gap: 11.21 eV
multiplicity: 1
HOMO: -11.06 eV

Partial charges, Löwdin, in e: -0.299 -0.475 0.016 0.199 0.217 0.026 0.098 0.080 0.138

***

ORCA calculation (ωB97M-V/def2-TZVPD) on an isolated molecule of C3H3NO2.

Cartesian coordinates (Å):
N -3.6070 -0.2748 -0.1283
C -2.4775 -0.1337 -0.0857
C -1.1016 0.1804 0.1423
O -0.8256 1.6399 0.0029
C 0.1856 -0.5949 0.0186
O -0.5614 -0.4793 1.1990
H -0.6989 2.0292 0.9103
H 0.3442 -1.6355 -0.4614
H 1.0166 0.1022 -0.1668

Calculated values
ΔE to the lowest compared entry with this formula, charge and spin: 73.02 kcal per mole
orbital gap: 11.91 eV
multiplicity: 1
SMILES: N#C[C@]1(O)CO1
HOMO: -11.22 eV

Partial charges, Löwdin, in e: 0.192 -0.105 -0.487 -0.003 -0.040 0.043 0.127 0.151 0.121

***

ORCA calculation (ωB97M-V/def2-TZVPD) on a cluster of 3 separate species, C3H3NO2 in total.

Cartesian coordinates (Å):
C -1.6932 -0.1359 0.2902
O -0.8646 0.3329 -0.4525
C 1.6605 1.2306 -1.4923
O 1.3901 2.0607 -2.2160
C 1.4332 -1.1268 0.9621
N 1.5637 -1.8826 1.8247
H 1.2966 -0.4159 0.1645
H -1.4116 -0.7247 1.1835
H -2.7752 0.0008 0.1084

Calculated values
ΔE to the lowest compared entry with this formula, charge and spin: 55.57 kcal per mole
orbital gap: 11.23 eV
multiplicity: 1
HOMO: -10.88 eV

Partial charges, Löwdin, in e: -0.108 -0.060 0.022 0.059 -0.101 0.052 -0.031 0.079 0.087

***

ORCA calculation (ωB97M-V/def2-TZVPD) on an isolated molecule of C3H3NO2.

Cartesian coordinates (Å):
O 1.6268 -0.5467 -0.6173
C 1.6023 0.5733 -0.2127
O 0.4957 1.2149 0.3066
C -0.6129 0.4570 0.3213
N -1.8161 0.5103 0.6446
C -1.2104 -0.7955 0.0331
H 2.4456 1.2699 -0.1874
H -1.4808 -1.0449 -0.9918
H -1.0502 -1.6381 0.7037

Calculated values
ΔE to the lowest compared entry with this formula, charge and spin: 67.75 kcal per mole
orbital gap: 11.29 eV
multiplicity: 1
SMILES: O=COC1=NC1
HOMO: -10.53 eV

Partial charges, Löwdin, in e: 0.116 -0.267 0.104 -0.431 0.204 -0.061 0.150 0.092 0.092

***

ORCA calculation (ωB97M-V/def2-TZVPD) on the ion C3H3NO2P with charge -1.

Cartesian coordinates (Å):
O -1.9399 -1.3283 0.2686
C -0.9949 -0.7318 -0.0617
P 0.6746 -1.5718 -0.3702
N 1.4455 -0.1665 0.0967
C 0.3324 1.2479 -0.0100
C -0.9361 0.8559 -0.1501
O -2.0099 1.5189 -0.2100
H 0.3225 -2.0467 0.9465
H 2.2883 0.1193 -0.5534
H 0.8175 2.1031 0.0437

Calculated values
ΔE to the lowest compared entry with this formula, charge and spin: 42.51 kcal per mole
orbital gap: 7.47 eV
multiplicity: 1
SMILES: O=c1[pH][nH]cc1[O-]
HOMO: -3.07 eV
total charge: -1

Partial charges, Löwdin, in e: 0.003 -0.576 0.731 -0.405 -0.014 -0.576 -0.131 -0.071 0.043 -0.003

***

ORCA calculation (ωB97M-V/def2-TZVPD) on an isolated molecule of C3H3NO2S.

Cartesian coordinates (Å):
O 0.3691 -2.1887 -0.5671
C 0.1642 -1.0143 -0.2411
C -0.3586 -0.4540 1.0801
O -0.3710 0.9163 0.8913
C 0.0048 1.2648 -0.3543
S 0.0677 2.8386 -0.9477
N 0.3340 0.1261 -1.0233
H 0.4227 -0.7142 1.8053
H -1.3265 -0.8809 1.3170
H 0.6936 0.1062 -1.9601

Calculated values
ΔE to the lowest compared entry with this formula, charge and spin: 18.83 kcal per mole
orbital gap: 9.29 eV
multiplicity: 1
SMILES: O=C1COC(=S)N1
HOMO: -9.21 eV

Partial charges, Löwdin, in e: 0.082 -0.373 -0.071 -0.038 -0.849 0.645 0.140 0.153 0.148 0.162

***

ORCA calculation (ωB97M-V/def2-TZVPD) on a structure of composition C3H3NO3.

Cartesian coordinates (Å):
C -0.0751 -0.5125 0.6382
C -0.8841 -0.5278 -0.6339
C -0.9007 -1.3422 1.6120
N -1.6157 -1.6905 2.4594
O 0.5401 1.1924 0.2500
O -2.0390 -0.2375 -0.5622
O -2.4864 -2.0595 3.1630
H 0.9459 -0.8252 0.4694
H -0.2418 -0.6249 -1.5711
H -0.2950 1.6928 0.0238

Calculated values
ΔE to the lowest compared entry with this formula, charge and spin: 158.48 kcal per mole
orbital gap (alpha / beta): 8.83 / 8.83 eV
multiplicity: 1
HOMO (alpha / beta): -10.34 / -10.34 eV

Partial charges, Löwdin, in e: -0.047 -0.294 0.077 -0.113 -0.117 0.083 0.082 0.114 0.152 0.063

***

ORCA calculation (ωB97M-V/def2-TZVPD) on an isolated molecule of C3H3NO3.

Cartesian coordinates (Å):
N 1.1553 -0.8788 -0.7127
C 0.1152 -0.2020 -0.6212
O -0.9223 -0.2000 0.2786
C -0.7214 -0.6952 1.5302
O 0.3151 -1.1094 1.9592
C 0.2993 1.8782 -1.0883
O -0.1742 0.7530 -1.5952
H 1.3098 -1.4601 0.1069
H -1.6657 -0.6579 2.0879
H 0.2890 2.5723 -1.9455

Calculated values
ΔE to the lowest compared entry with this formula, charge and spin: 102.39 kcal per mole
orbital gap: 9.61 eV
multiplicity: 1
HOMO: -9.45 eV

Partial charges, Löwdin, in e: 0.242 -0.514 0.085 -0.270 0.104 0.133 -0.034 0.073 0.154 0.028

***

- Among the records above, which one has the highest ΔE to the lowest compared entry with this formula, charge and spin?
  number 7